# 1
Molecular formula: C36H31Cl2EuN6O3S2
Method: DFT, ωB97M-V with the def2-TZVPD basis set

XYZ file:
```
81
Properties=species:S:1:pos:R:3:lowdin_spin:R:1
Eu 0.178 0.684 0.744 6.042
Cl -6.042 3.228 3.805 0.000
C -4.422 2.865 3.313 0.000
C -3.536 2.304 4.244 0.000
C -2.258 2.007 3.872 0.000
C -1.780 2.233 2.544 0.001
O -0.561 2.029 2.248 -0.007
C -2.731 2.750 1.593 0.000
C -2.470 2.863 0.208 0.000
N -1.473 2.340 -0.448 -0.006
C -1.438 2.463 -1.834 0.000
C -2.470 2.935 -2.637 0.000
C -2.359 3.007 -4.026 0.000
C -1.229 2.573 -4.666 0.000
C -0.150 2.077 -3.912 0.000
C 1.029 1.601 -4.522 0.000
C 2.051 1.156 -3.731 0.000
C 1.881 1.166 -2.338 0.000
N 0.790 1.575 -1.734 -0.004
C -0.236 2.030 -2.492 0.000
C -4.028 3.097 2.026 0.000
H -3.878 2.117 5.252 0.000
H -1.556 1.572 4.570 0.000
H -3.240 3.420 -0.330 0.000
H -3.405 3.257 -2.207 0.000
H -3.188 3.406 -4.594 0.000
H -1.144 2.605 -5.742 0.000
H 1.102 1.612 -5.603 0.000
H 2.972 0.789 -4.154 0.000
H 2.686 0.817 -1.706 0.000
H -4.729 3.518 1.321 0.000
C -4.439 -3.052 1.115 0.000
S -2.732 -3.487 0.682 0.000
C -1.856 -2.074 1.290 0.000
S -2.583 -0.546 1.305 -0.004
N -0.695 -2.387 1.784 0.000
N 0.096 -1.392 2.206 -0.007
C 0.864 -1.663 3.210 0.001
C 1.669 -0.624 3.798 0.000
C 2.363 -0.828 5.000 0.000
C 2.959 0.251 5.621 0.000
C 2.867 1.499 5.019 0.000
C 2.216 1.600 3.796 0.000
N 1.638 0.576 3.190 -0.002
H -5.078 -3.798 0.653 0.000
H -4.653 -2.052 0.751 0.000
H -4.542 -3.080 2.196 0.000
H 0.824 -2.639 3.692 0.000
H 2.406 -1.812 5.441 0.000
H 3.465 0.135 6.570 0.000
H 3.280 2.376 5.491 0.000
H 2.130 2.554 3.291 0.000
Cl 7.465 -1.836 0.005 0.000
C 5.759 -1.518 0.042 0.000
C 4.865 -2.522 -0.368 0.000
C 3.522 -2.283 -0.366 0.000
C 2.969 -1.023 0.032 0.000
O 1.716 -0.823 -0.005 -0.007
C 3.916 -0.011 0.441 0.000
C 3.488 1.298 0.816 0.001
O 2.342 1.755 0.772 -0.004
C 5.297 -0.296 0.443 0.000
H 5.258 -3.477 -0.688 0.000
H 2.825 -3.043 -0.692 0.000
H 4.308 1.964 1.154 0.000
H 5.987 0.480 0.741 0.000
C 0.224 -2.168 -3.978 0.000
C -0.972 -2.416 -3.046 0.000
C -0.818 -3.750 -2.303 0.000
C -2.288 -2.375 -3.831 0.000
C -0.949 -1.377 -2.044 0.001
N -0.857 -0.568 -1.236 -0.005
H 0.311 -2.988 -4.687 0.000
H 1.147 -2.098 -3.406 0.000
H 0.094 -1.240 -4.531 0.000
H -0.769 -4.568 -3.018 0.000
H -1.660 -3.914 -1.636 0.000
H 0.086 -3.748 -1.700 0.000
H -2.323 -3.217 -4.518 0.000
H -2.367 -1.452 -4.402 0.000
H -3.139 -2.437 -3.158 0.000
```

Computed properties:
LUMO energy (spin up / spin down)   -0.57 / -0.56 eV
Expectation value of S²   12.01
Orbital gap (spin up / spin down)   6.690 / 6.695 eV
ΔE to the lowest compared entry with this formula, charge and spin   0.0 kcal per mole
2S+1   7
HOMO level (spin up / spin down)   -7.3 / -7.3 eV

# 2
Molecular formula: C36H31ClFN6O5RhS
Method: DFT, ωB97M-V with the def2-TZVPD basis set

XYZ file:
```
82
Properties=species:S:1:pos:R:3:mulliken_charge:R:1
Rh 1.199 -3.495 0.706 0.271
F -1.752 2.743 -4.463 -0.338
C -2.029 2.464 -3.169 0.573
C -1.343 1.447 -2.564 -0.647
C -1.562 1.148 -1.224 0.357
C -0.780 0.056 -0.598 0.902
O 0.151 -0.475 -1.182 -0.680
C -1.193 -0.250 0.759 -0.438
C -2.077 0.551 1.401 -0.033
N -2.733 1.594 0.834 0.252
C -3.576 2.449 1.635 -0.222
C -5.069 2.390 1.468 -0.490
C -4.426 1.852 2.710 -1.012
C -2.501 1.897 -0.505 -0.292
C -3.201 2.924 -1.146 -0.635
C -2.977 3.230 -2.481 -1.143
N -3.730 4.271 -3.080 0.262
C -3.759 5.573 -2.433 -0.685
C -5.198 6.097 -2.490 -0.749
N -5.846 5.513 -3.723 -0.148
C -4.867 5.466 -4.859 -0.756
C -3.811 4.401 -4.532 -0.712
C -0.652 -1.429 1.503 0.765
O -0.400 -1.365 2.698 -0.676
O -0.511 -2.499 0.759 -0.682
H -0.602 0.882 -3.114 0.599
H -2.302 0.365 2.442 0.741
H -3.136 3.420 1.834 0.443
H -5.451 1.660 0.766 0.239
H -5.627 3.315 1.528 0.312
H -4.425 0.778 2.832 0.339
H -4.518 2.410 3.630 0.272
H -3.957 3.471 -0.599 0.796
H -3.074 6.275 -2.925 0.310
H -3.442 5.498 -1.397 0.489
H -5.250 7.181 -2.571 0.374
H -5.793 5.770 -1.640 0.436
H -6.684 6.036 -3.974 0.340
H -6.126 4.555 -3.506 0.380
H -4.446 6.467 -4.936 0.359
H -5.402 5.241 -5.778 0.392
H -2.872 4.702 -5.004 0.411
H -4.104 3.442 -4.956 0.516
Cl 6.256 -6.122 -3.817 -0.197
C 5.196 -5.671 -2.530 0.049
C 5.383 -6.232 -1.251 -0.524
C 4.569 -5.893 -0.207 -0.757
C 3.512 -4.968 -0.372 0.462
O 2.806 -4.666 0.679 -0.468
C 3.313 -4.425 -1.671 0.849
C 2.239 -3.564 -2.003 -0.077
O 1.316 -3.149 -1.269 -0.565
C 4.181 -4.789 -2.734 -0.924
H 6.186 -6.943 -1.105 0.437
H 4.716 -6.324 0.774 0.462
H 2.188 -3.224 -3.042 0.432
H 4.021 -4.363 -3.717 0.411
N 3.665 -1.469 3.235 -0.084
C 4.569 -0.632 2.535 0.050
C 5.662 -0.105 3.202 -0.636
C 6.571 0.690 2.519 -0.642
C 6.392 0.943 1.169 -0.723
C 5.298 0.407 0.502 -0.720
C 4.379 -0.371 1.187 0.789
S 2.930 -0.895 0.315 -0.117
N 2.374 -2.102 1.407 0.080
C 2.721 -2.214 2.649 0.761
C 1.973 -3.229 3.415 1.098
C 2.110 -3.498 4.760 -0.731
C 1.247 -4.418 5.341 -0.591
C 0.275 -5.023 4.570 -0.860
C 0.207 -4.720 3.220 -0.322
N 1.049 -3.861 2.668 0.575
H 3.835 -1.602 4.217 0.084
H 5.807 -0.320 4.254 0.393
H 7.421 1.102 3.045 0.409
H 7.099 1.557 0.629 0.409
H 5.155 0.607 -0.552 0.456
H 2.862 -3.010 5.364 0.477
H 1.332 -4.648 6.394 0.464
H -0.425 -5.725 4.999 0.448
H -0.534 -5.158 2.565 0.551
```

Computed properties:
LUMO energy   -5.19 eV
Charge   +2
Orbital gap   6.730 eV
ΔE to the lowest compared entry with this formula, charge and spin   32.8 kcal per mole
2S+1   1
HOMO level   -11.9 eV

# 3
Molecular formula: C36H31F5IN4O2PPdSe
Method: DFT, ωB97M-V with the def2-TZVPD basis set

XYZ file:
```
82
Properties=species:S:1:pos:R:3:mulliken_charge:R:1
Pd 0.547 -0.707 -0.149 -0.078
I 0.859 -1.122 2.523 0.205
C -0.890 -2.224 2.461 0.624
C -1.402 -2.686 3.634 -0.643
C -2.597 -3.441 3.604 -0.802
C -3.198 -3.704 2.412 -0.963
C -2.653 -3.237 1.187 0.756
C -3.272 -3.560 -0.046 -1.082
C -2.742 -3.133 -1.221 -0.742
C -1.569 -2.336 -1.233 -0.198
C -0.962 -1.984 -0.059 0.802
C -1.473 -2.444 1.194 0.463
H -0.908 -2.492 4.576 0.476
H -3.014 -3.812 4.530 0.439
H -4.113 -4.281 2.378 0.458
H -4.167 -4.170 -0.033 0.429
H -3.217 -3.382 -2.161 0.526
H -1.166 -2.031 -2.179 -0.303
F -2.638 0.062 -7.302 -0.252
C -1.865 -0.076 -6.248 0.690
C -1.290 1.050 -5.668 0.132
F -1.518 2.246 -6.187 -0.263
C -0.483 0.900 -4.562 0.014
F 0.049 1.991 -4.026 -0.308
C -0.229 -0.368 -4.013 0.099
Se 1.001 -0.557 -2.647 0.000
C -0.836 -1.482 -4.616 0.151
F -0.633 -2.706 -4.140 -0.271
C -1.639 -1.345 -5.726 -0.024
F -2.193 -2.402 -6.300 -0.269
C 5.242 -1.815 -3.813 -1.021
O 4.897 -1.578 -2.445 -0.321
C 3.917 -2.324 -1.898 0.977
C 3.038 -3.124 -2.632 -0.940
C 2.066 -3.885 -1.984 -0.411
C 1.974 -3.884 -0.606 -1.082
C 2.870 -3.118 0.130 -0.532
C 3.807 -2.318 -0.506 0.330
N 4.764 -1.609 0.290 0.072
C 5.259 -0.408 0.121 -1.008
C 4.718 0.672 -0.589 1.065
C 5.640 1.656 -1.049 -0.730
C 5.223 2.740 -1.758 -1.061
C 3.833 2.890 -1.977 -0.958
C 2.927 1.992 -1.473 -0.089
C 3.332 0.853 -0.746 0.558
O 2.530 0.051 -0.116 -0.537
H 6.148 -1.248 -3.994 0.284
H 4.453 -1.458 -4.478 0.342
H 5.427 -2.875 -3.986 0.408
H 3.137 -3.185 -3.706 0.507
H 1.389 -4.489 -2.573 0.489
H 1.265 -4.525 -0.100 0.436
H 2.856 -3.151 1.215 0.697
H 5.206 -2.167 1.010 0.351
H 6.215 -0.252 0.616 0.552
H 6.697 1.505 -0.860 0.447
H 5.926 3.470 -2.130 0.440
H 3.474 3.748 -2.533 0.515
H 1.865 2.152 -1.599 0.379
C -3.183 2.924 0.614 -0.917
N -2.594 2.203 1.740 0.168
C -1.620 3.051 2.419 -0.853
N -0.584 3.553 1.511 0.168
C -1.218 4.248 0.388 -0.978
N -2.168 3.393 -0.334 0.217
C -1.531 2.331 -1.086 -1.021
P -0.628 1.246 0.134 2.588
C -2.019 0.938 1.321 -1.109
C 0.342 2.529 1.066 -1.093
H -3.710 3.794 1.002 0.313
H -3.897 2.282 0.098 0.393
H -1.148 2.489 3.225 0.395
H -2.144 3.904 2.846 0.323
H -0.454 4.616 -0.298 0.389
H -1.770 5.099 0.784 0.281
H -0.817 2.737 -1.806 0.380
H -2.262 1.734 -1.633 0.432
H -1.654 0.375 2.178 0.516
H -2.772 0.329 0.817 0.392
H 1.087 2.961 0.405 0.337
H 0.867 2.065 1.901 0.454
```

Computed properties:
LUMO energy (spin up / spin down)   -8.12 / -8.12 eV
Charge   +2
Orbital gap (spin up / spin down)   5.145 / 5.144 eV
ΔE to the lowest compared entry with this formula, charge and spin   11.1 kcal per mole
2S+1   1
HOMO level (spin up / spin down)   -13.3 / -13.3 eV

The following energy values (in a.u.) correspond, in order, to the records above: -4371.93030 -3163.50459 -5427.01204.